# 1
Computed, not measured: a cluster of 2 separate species, C10H20BrN3O5S2 in total, with the ωB97M-V functional and the def2-TZVPD basis.

XYZ file:
```
41
Properties=species:S:1:pos:R:3:lowdin_charge:R:1
N -6.254 0.216 3.355 0.17
C -5.911 0.853 2.376 -0.26
O -5.283 1.101 1.102 -0.19
S -3.681 1.651 1.414 0.64
O -2.897 0.437 1.843 -0.40
O -3.066 2.211 0.142 -0.37
N -3.784 2.909 2.573 -0.34
S -2.968 2.513 4.028 0.33
O -3.099 3.689 4.989 -0.42
O -3.575 1.255 4.643 -0.42
Br -0.748 2.215 3.677 0.44
C 1.991 -2.321 -3.625 -0.10
C 2.516 -0.906 -3.409 -0.23
C 2.789 -0.489 -1.963 -0.12
N 1.568 -0.229 -1.056 -0.24
C 2.138 0.382 0.240 -0.10
C 1.093 0.525 1.335 -0.22
C 0.410 -0.797 1.633 -0.19
C -0.187 -1.384 0.370 -0.16
C 0.848 -1.535 -0.734 -0.10
C 0.640 0.765 -1.728 0.04
H 0.908 -2.375 -3.502 0.06
H 2.195 -2.641 -4.650 0.08
H 2.466 -3.037 -2.950 0.08
H 1.874 -0.187 -3.924 0.11
H 3.481 -0.852 -3.926 0.12
H 3.347 0.452 -1.983 0.13
H 3.410 -1.234 -1.456 0.13
H 2.942 -0.280 0.575 0.14
H 2.567 1.355 -0.017 0.14
H 1.576 0.893 2.244 0.10
H 0.346 1.276 1.062 0.09
H -0.375 -0.653 2.382 0.10
H 1.134 -1.501 2.061 0.12
H -1.020 -0.761 0.027 0.12
H -0.614 -2.367 0.591 0.13
H 0.342 -1.870 -1.636 0.11
H 1.612 -2.265 -0.450 0.14
H 0.195 0.293 -2.604 0.11
H 1.224 1.642 -2.012 0.12
H -0.152 1.051 -1.036 0.10
```

Computed properties:
- Energy: -4303.69946 Eh
- Kohn-Sham gap: 8.498 eV
- LUMO energy: -0.5303 eV

# 2
Computed, not measured: a cluster of 5 separate species, C10H20Cl10 in total, with the ωB97M-V functional and the def2-TZVPD basis.

XYZ file:
```
40
Properties=species:S:1:pos:R:3:lowdin_charge:R:1
Cl 2.055 3.086 -1.177 0.51
C 2.932 4.234 -0.064 -0.61
C 3.995 3.554 0.739 -0.70
Cl 5.302 2.946 -0.284 0.56
H 2.172 4.576 0.643 0.06
H 3.236 5.088 -0.657 0.07
H 3.612 2.738 1.345 0.02
H 4.451 4.255 1.442 0.08
Cl -2.998 -4.569 -5.067 0.53
C -1.230 -4.477 -4.737 -0.65
C -0.955 -3.799 -3.413 -0.67
Cl 0.744 -4.094 -2.885 0.54
H -0.786 -3.908 -5.548 0.07
H -0.835 -5.488 -4.769 0.06
H -1.534 -4.127 -2.555 0.03
H -1.161 -2.734 -3.511 0.06
Cl 1.805 0.707 1.082 0.56
C 2.151 -0.317 -0.323 -0.66
C 0.953 -0.876 -1.025 -0.65
Cl -0.032 -1.995 -0.038 0.57
H 2.819 -1.123 -0.025 0.08
H 2.735 0.301 -1.005 0.05
H 1.322 -1.476 -1.864 0.04
H 0.306 -0.204 -1.589 0.08
Cl -3.847 -2.464 -1.758 0.57
C -3.517 -2.306 -0.021 -0.70
C -4.749 -2.627 0.805 -0.65
Cl -5.999 -1.382 0.559 0.54
H -3.096 -1.318 0.159 0.06
H -2.711 -3.001 0.218 0.04
H -4.523 -2.670 1.865 0.07
H -5.097 -3.564 0.372 0.06
Cl -0.780 3.993 5.810 0.53
C -0.456 3.387 4.158 -0.66
C 1.004 3.381 3.821 -0.66
Cl 1.929 2.371 4.984 0.52
H -0.992 4.081 3.512 0.07
H -0.941 2.420 4.049 0.07
H 1.395 4.396 3.899 0.07
H 1.323 3.003 2.852 0.02
```

Computed properties:
- Energy: -4994.94800 Eh
- Kohn-Sham gap: 11.030 eV
- LUMO energy: 0.3847 eV
- Structure (SMILES): ClCCCl.ClCCCl.ClCCCl.ClCCCl.ClCCCl

# 3
Computed, not measured: a cluster of 2 separate species, C10H20ClF4O4PSi in total, with the ωB97M-V functional and the def2-TZVPD basis.

XYZ file:
```
41
Properties=species:S:1:pos:R:3:lowdin_charge:R:1
C -1.028 2.312 -0.263 -0.18
Si -1.211 1.490 -1.955 0.51
C -2.288 -0.050 -1.739 -0.25
C -3.557 0.154 -0.965 -0.27
F -4.434 -0.915 -1.198 -0.07
C 0.444 0.932 -2.685 -0.28
C 1.667 1.520 -1.982 -0.35
C 2.013 0.710 -0.766 -0.61
Cl 3.307 1.559 0.143 0.55
P -2.022 2.988 -3.436 0.71
O -1.768 4.410 -2.642 -0.36
O -3.678 2.871 -3.389 -0.35
H -0.617 1.630 0.469 0.02
H -2.030 2.552 0.080 0.03
H -0.481 3.242 -0.305 0.03
H -2.485 -0.535 -2.684 0.09
H -1.683 -0.757 -1.181 0.06
H -4.102 1.055 -1.237 0.09
H -3.370 0.159 0.100 0.11
H 0.459 1.187 -3.736 0.06
H 0.486 -0.148 -2.615 0.07
H 1.567 2.561 -1.711 0.09
H 2.512 1.443 -2.651 0.10
H 2.406 -0.254 -1.036 0.08
H 1.170 0.594 -0.115 0.02
H -2.188 4.408 -1.765 0.04
H -3.990 2.115 -2.871 0.01
C 3.622 -2.802 3.960 -0.06
C 2.181 -3.124 4.291 -0.19
O 1.272 -2.382 3.452 0.03
C 1.071 -2.866 2.236 -0.40
O 1.550 -3.852 1.760 0.18
C 0.066 -1.968 1.494 -0.52
F 0.377 -0.666 1.642 0.14
F -1.176 -2.161 1.973 0.17
F 0.059 -2.247 0.185 0.16
H 3.798 -1.728 4.026 0.08
H 4.289 -3.311 4.654 0.08
H 3.874 -3.118 2.948 0.08
H 1.945 -2.819 5.308 0.13
H 1.975 -4.190 4.204 0.13
```

Computed properties:
- Energy: -2184.56462 Eh
- Kohn-Sham gap: 8.879 eV
- LUMO energy: 0.5112 eV
- Structure (SMILES): C[Si@](CCF)(CCCCl)P(O)O.CCOC(=O)C(F)(F)F

# 4
Computed, not measured: a structure of composition C10H20ClNO6Si2, with the ωB97M-V functional and the def2-TZVPD basis.

XYZ file:
```
40
Properties=species:S:1:pos:R:3:lowdin_charge:R:1
C -3.791 2.340 0.371 -0.11
C -3.799 1.671 -1.115 -0.21
N -2.614 0.770 -1.320 -0.12
C -2.977 -0.500 -2.016 -0.24
C -2.096 -1.783 -1.606 -0.27
Si -1.139 -1.635 0.039 0.22
Cl -2.180 -0.639 1.599 0.30
O 0.482 -1.005 -0.223 -0.39
Si 1.648 -1.981 0.596 0.48
O 1.549 -3.683 0.183 -0.23
C 3.471 -1.462 0.314 -0.12
C 4.046 -0.920 1.728 -0.40
O 3.827 -1.615 2.756 0.05
O 4.757 0.320 1.740 0.03
C 3.893 1.231 2.475 -0.36
C 4.181 1.565 4.024 0.00
O 2.915 1.796 1.943 0.09
C -1.518 1.485 -1.969 -0.38
C -0.480 0.861 -3.010 -0.01
O -1.334 2.704 -1.655 0.00
H -3.928 1.526 1.154 0.03
H -2.874 2.999 0.533 0.08
H -4.758 2.976 0.405 0.08
H -3.849 2.546 -1.844 0.12
H -4.804 1.123 -1.187 0.12
H -4.081 -0.794 -1.852 0.12
H -2.885 -0.369 -3.164 0.12
H -2.824 -2.674 -1.481 0.09
H -1.435 -2.070 -2.510 0.09
H -0.923 -3.020 0.521 -0.01
H 1.333 -1.883 2.035 0.04
H 2.335 -3.920 -0.369 0.05
H 3.648 -0.735 -0.544 0.10
H 4.105 -2.405 0.093 0.11
H 5.129 1.041 4.393 0.09
H 4.299 2.699 4.190 0.10
H 3.278 1.186 4.612 0.10
H -0.893 0.919 -4.079 0.09
H 0.449 1.543 -2.994 0.10
H -0.162 -0.208 -2.770 0.06
```

Computed properties:
- Energy: -1938.51460 Eh
- Kohn-Sham gap: 9.754 eV
- LUMO energy: 0.3931 eV

# 5
Computed, not measured: a structure of composition C10H20MnO8P, with the ωB97M-V functional and the def2-TZVPD basis.

XYZ file:
```
40
Properties=species:S:1:pos:R:3:lowdin_charge:R:1
Mn 0.344 -0.840 -1.487 0.77
O 1.979 0.469 -5.009 0.21
C 1.362 0.329 -3.866 -0.44
O 1.723 -0.464 -3.003 0.05
C 0.208 1.266 -3.672 -0.06
O -0.560 0.877 -2.550 -0.18
C -1.888 0.357 -2.864 -0.05
C -1.780 -1.091 -3.196 -0.57
O -2.262 -1.597 -4.168 0.15
O -1.038 -1.764 -2.302 -0.14
H 2.735 -0.146 -5.041 0.17
H -0.387 1.323 -4.584 0.16
H 0.643 2.252 -3.490 0.17
H -2.329 0.933 -3.673 0.14
H -2.461 0.496 -1.950 0.14
C -1.072 -2.666 2.820 -0.06
C -0.039 -2.331 1.783 -0.24
O 0.337 -0.920 1.906 -0.24
P 0.280 0.058 0.678 0.65
O 1.420 1.104 0.983 -0.24
C 2.806 0.657 1.091 -0.25
C 3.243 0.699 2.530 -0.06
O -1.032 0.901 0.745 -0.25
C -1.390 1.735 1.906 -0.22
C -2.659 1.212 2.516 -0.06
H -1.297 -3.732 2.774 0.09
H -1.996 -2.117 2.648 0.07
H -0.702 -2.434 3.819 0.09
H -0.421 -2.517 0.776 0.10
H 0.879 -2.899 1.911 0.12
H 3.380 1.332 0.462 0.12
H 2.905 -0.350 0.678 0.11
H 3.177 1.715 2.919 0.09
H 4.279 0.367 2.610 0.09
H 2.622 0.047 3.144 0.08
H -1.502 2.740 1.509 0.13
H -0.561 1.736 2.613 0.12
H -3.461 1.171 1.778 0.09
H -2.973 1.878 3.321 0.09
H -2.515 0.218 2.937 0.07
```

Computed properties:
- 2S+1: 2
- Energy: -2487.10204 Eh
- Kohn-Sham gap (alpha / beta): 9.080 / 9.003 eV
- Total charge: +1
- LUMO energy (alpha / beta): -3.7419 / -3.5923 eV

# 6
Computed, not measured: the molecule C10H20N2O4, with the ωB97M-V functional and the def2-TZVPD basis.

XYZ file:
```
36
Properties=species:S:1:pos:R:3:lowdin_charge:R:1
C -3.508 0.639 1.853 -0.07
C -3.146 0.060 0.452 -0.46
C -3.697 0.988 -0.604 -0.11
C -1.724 -0.430 0.411 -0.13
C -1.192 -0.870 -0.958 -0.30
N -1.749 -1.985 -1.770 0.05
C 0.311 -1.155 -0.793 -0.37
O 0.697 -2.299 -0.537 0.08
N 1.148 -0.088 -0.543 0.12
C 2.502 -0.302 -0.266 -0.24
C 2.815 -1.249 0.810 -0.50
O 3.425 -2.278 0.634 0.13
O 2.275 -0.800 1.962 0.12
C 3.090 1.124 -0.063 -0.33
C 4.544 1.088 -0.483 -0.02
O 2.435 1.988 -0.987 -0.03
H -2.972 0.243 2.689 0.06
H -4.620 0.568 1.963 0.09
H -3.156 1.651 1.765 0.06
H -3.881 -0.800 0.413 0.14
H -3.503 0.522 -1.622 0.09
H -4.826 1.094 -0.462 0.09
H -3.411 2.091 -0.623 0.09
H -1.135 0.281 0.881 0.10
H -1.800 -1.274 0.995 0.11
H -1.241 -0.032 -1.681 0.13
H -1.319 -2.838 -1.389 0.06
H -2.776 -2.165 -1.590 0.09
H 0.918 0.910 -0.615 0.15
H 2.980 -0.767 -1.050 0.14
H 2.617 -1.398 2.664 0.15
H 2.778 1.456 0.945 0.16
H 4.599 0.747 -1.507 0.10
H 5.032 2.068 -0.375 0.09
H 5.043 0.365 0.099 0.07
H 2.449 2.848 -0.618 0.09
```

Computed properties:
- Energy: -803.48793 Eh
- Kohn-Sham gap: 9.858 eV
- LUMO energy: 0.3948 eV
- Structure (SMILES): CC(C)C[C@H](N)C(=O)N[C@H](C(=O)O)[C@@H](C)O

# 7
Computed, not measured: the molecule C10H20N2O4, with the ωB97M-V functional and the def2-TZVPD basis.

XYZ file:
```
36
Properties=species:S:1:pos:R:3:lowdin_charge:R:1
C 3.823 -1.945 -1.236 -0.09
C 2.454 -1.206 -1.066 -0.22
C 2.304 -0.671 0.385 -0.32
C 2.012 -1.885 1.237 -0.09
C 1.288 0.542 0.630 -0.17
N 0.175 0.324 -0.303 0.14
C -1.000 0.108 0.427 -0.40
O -1.190 0.332 1.613 0.07
C -2.193 -0.673 -0.152 -0.35
N -2.459 -1.773 0.745 0.11
C -3.380 0.132 -0.239 -0.53
C -3.156 1.200 -1.303 -0.02
O -4.500 -0.550 -0.531 -0.01
C 1.892 1.902 0.322 -0.45
O 1.692 2.840 1.021 0.14
O 2.473 2.013 -0.943 0.05
H 4.449 -1.644 -0.343 0.08
H 4.242 -1.588 -2.151 0.05
H 3.838 -3.074 -1.176 0.09
H 2.432 -0.367 -1.766 0.10
H 1.821 -1.953 -1.309 0.06
H 3.307 -0.353 0.866 0.16
H 2.592 -2.857 0.961 0.11
H 0.991 -2.319 0.996 0.10
H 1.968 -1.731 2.294 0.07
H 0.913 0.510 1.713 0.17
H 0.031 -0.281 -1.133 0.15
H -1.855 -0.891 -1.197 0.16
H -3.415 -2.091 0.539 0.09
H -2.505 -1.079 1.434 0.04
H -3.525 0.487 0.710 0.13
H -3.894 2.118 -1.340 0.12
H -2.141 1.610 -1.269 0.07
H -3.173 0.706 -2.298 0.09
H -5.260 0.065 -0.784 0.15
H 3.117 2.762 -1.150 0.16
```

Computed properties:
- Energy: -803.42105 Eh
- Kohn-Sham gap: 10.197 eV
- LUMO energy: 0.5656 eV
- Structure (SMILES): CC[C@H](C)[C@H](NC(=O)[C@@H](N)[C@@H](C)O)C(=O)O

# 8
Computed, not measured: the molecule C10H20N2O4, with the ωB97M-V functional and the def2-TZVPD basis.

XYZ file:
```
36
Properties=species:S:1:pos:R:3:lowdin_charge:R:1
C -2.314 2.724 -2.096 -0.08
C -1.469 1.581 -1.342 -0.21
C -2.324 0.705 -0.446 -0.28
C -2.644 1.555 0.871 -0.01
C -1.724 -0.668 -0.176 -0.14
N -0.829 -0.722 1.042 0.12
C 0.232 0.146 1.081 -0.52
O 0.347 1.271 0.783 0.10
C 1.475 -0.406 1.754 -0.27
N 1.414 -1.810 1.987 0.04
C 2.648 0.017 0.798 -0.36
C 3.979 0.103 1.418 -0.06
O 2.729 -1.143 -0.183 -0.12
C -0.834 -1.112 -1.405 -0.35
O 0.431 -1.018 -1.323 0.06
O -1.490 -1.454 -2.532 0.13
H -1.838 3.570 -2.527 0.04
H -3.102 2.239 -2.733 0.08
H -2.868 3.388 -1.385 0.06
H -0.562 2.133 -1.097 0.11
H -0.987 0.982 -2.165 0.11
H -3.225 0.479 -1.017 0.14
H -2.974 2.487 0.553 0.03
H -1.743 1.495 1.468 0.06
H -3.524 1.221 1.464 0.09
H -2.443 -1.347 0.080 0.12
H -0.421 -1.693 1.218 0.14
H 1.682 0.112 2.732 0.17
H 1.862 -2.360 1.260 0.09
H 1.610 -2.012 2.975 0.10
H 2.466 0.889 0.140 0.14
H 3.963 -0.959 1.780 0.10
H 3.914 0.813 2.262 0.09
H 4.805 0.432 0.681 0.12
H 1.817 -1.254 -0.563 0.02
H -0.829 -1.996 -3.021 0.15
```

Computed properties:
- Energy: -803.44630 Eh
- Kohn-Sham gap: 9.268 eV
- LUMO energy: 0.4254 eV
- Structure (SMILES): CC[C@H](C)[C@H](NC(=O)[C@@H](N)[C@@H](C)O)C(=O)O